(1)
Entry from OMol25: a cluster of 2 separate species, H4NO2PS in total (ωB97M-V with the def2-TZVPD basis set).

* gap between HOMO and LUMO: 8.5 eV
* total charge: 0
* multiplicity: 1
* HOMO energy: -9.756 eV

Structure (XYZ):
```
9
H4NO2PS ωB97M-V with the def2-TZVPD basis set
N -1.11231 0.48176 0.74823
O 2.79243 -0.95870 -0.98931
O -2.93966 -0.16765 -1.15593
P 3.42788 -0.48144 0.26461
S -2.30795 -0.63398 0.05494
H -0.47443 1.06274 0.01994
H -1.64532 1.20085 1.18996
H 3.40286 0.99056 0.16801
H -1.14350 -1.49413 -0.30045
```


(2)
Entry from OMol25: a cluster of 2 separate species, H4NO2PS in total (ωB97M-V with the def2-TZVPD basis set).

* gap between HOMO and LUMO: 8.6 eV
* total charge: 0
* multiplicity: 1
* HOMO energy: -8.423 eV

Structure (XYZ):
```
9
H4NO2PS ωB97M-V with the def2-TZVPD basis set
N 0.14856 0.18281 1.45594
O -2.18578 0.42943 -2.18751
O 0.23977 0.20748 -2.52678
P -0.69726 1.02108 -1.82731
S 1.25984 -0.70801 0.70675
H 0.55297 1.02782 1.85269
H -2.77079 0.92226 -1.71063
H 0.32602 -1.49287 0.12476
H 1.52376 -1.45290 1.76811
```


Which one sits at the top of the stability order? (2) does.


(1)
Entry from OMol25: a cluster of 2 separate species, C7H10N2O2 in total (ωB97M-V with the def2-TZVPD basis set).

* gap between HOMO and LUMO: 8.1 eV
* total charge: 0
* multiplicity: 1
* HOMO energy: -9.316 eV

Structure (XYZ):
```
21
C7H10N2O2 ωB97M-V with the def2-TZVPD basis set
C 4.48542 1.45755 -0.08713
C 3.30993 0.93038 -0.42787
C 2.98383 -0.45760 -0.03960
C 1.65693 -0.93861 -0.46979
C -1.24232 -0.30110 0.85286
C -3.78595 -0.13128 0.02413
C -5.21934 -0.07284 -0.43334
H 4.76372 2.47810 -0.36166
H 5.21123 0.87259 0.48059
H 2.56265 1.48280 -0.99034
H -1.77029 -0.71943 1.72415
H -1.26725 -1.03706 0.04767
H -0.21821 -0.06125 1.13016
H -3.38266 -1.10469 0.33451
H -5.28756 0.29227 -1.46663
H -5.68819 -1.06104 -0.38636
H -5.80527 0.60890 0.19784
N 0.60686 -1.31258 -0.81393
N -3.11126 0.94871 0.03115
O 3.71402 -1.19440 0.58955
O -1.80381 0.92902 0.44219
```


(2)
Entry from OMol25: a cluster of 2 separate species, C7H10N2O2 in total (ωB97M-V with the def2-TZVPD basis set).

* gap between HOMO and LUMO (spin up / spin down): 7.3 / 7.3 eV
* total charge: 0
* multiplicity: 1
* HOMO energy (spin up / spin down): -7.702 / -7.704 eV

Structure (XYZ):
```
21
C7H10N2O2 ωB97M-V with the def2-TZVPD basis set
C 1.80065 -1.22431 -0.19983
C 2.06201 1.15189 0.43749
C 0.86481 -1.40485 0.72743
C 1.01932 0.98927 1.30372
C 2.18640 0.14813 -0.60509
C 0.24782 -0.26659 1.31333
C -3.48462 0.58248 -0.41150
N -1.13394 0.17982 -0.09434
N -2.33912 -0.06276 0.28598
O -0.77486 1.05319 -0.94074
O -2.51657 -0.92294 1.17960
H 2.11636 -1.98154 -0.86844
H 2.37615 2.14958 0.50189
H 0.28945 -2.30302 0.90184
H 0.64495 1.79889 1.85843
H 3.14830 0.33206 -1.15272
H 1.31580 0.27010 -1.31752
H -0.47730 -0.49306 2.18432
H -3.77849 1.53936 0.01252
H -4.41900 -0.17348 -0.33207
H -3.11442 0.71611 -1.47794
```


Which one sits at the top of the stability order? (1) does.


(1)
Entry from OMol25: a cluster of 15 separate species, CH29O17 in total (ωB97M-V with the def2-TZVPD basis set).

* gap between HOMO and LUMO: 8.7 eV
* total charge: -1
* multiplicity: 1
* HOMO energy: -6.906 eV

Structure (XYZ):
```
47
CH29O17 ωB97M-V with the def2-TZVPD basis set
C -0.15321 0.66109 0.37549
O -1.22321 1.15809 0.61849
O -0.01521 -0.14091 -0.67251
O 0.69479 0.75309 1.24949
H 0.85979 -0.47991 -0.68451
O -1.36821 -1.90191 1.58449
H -1.88521 -2.60991 1.96149
H -1.54321 -1.86591 0.63549
O 2.83879 1.59609 -0.00651
H 1.95979 1.47409 0.38349
H 3.31579 0.78209 0.10749
O -2.31421 1.57809 -1.73151
H -1.66421 1.98909 -2.32351
H -1.95721 1.51209 -0.81751
O 2.61779 -1.14691 -0.40151
H 3.35279 -1.07991 -0.98951
H 2.96179 -1.65191 0.29149
O 2.83279 -0.49691 2.37149
H 2.21779 -0.86691 3.00449
H 2.30179 0.01009 1.73349
O -2.20321 -1.60891 -1.31051
H -1.48321 -0.95591 -1.29451
H -2.91321 -1.13991 -0.79351
O -0.72221 -0.11291 3.31149
H -1.06121 -0.78791 2.70449
H -0.18921 0.30809 2.62149
O -0.20521 -2.32391 -2.88551
H -0.93821 -2.11191 -2.34851
H 0.29779 -2.87491 -2.29051
O 0.84479 -3.60391 -0.80351
H 1.15179 -3.23891 0.03249
H 0.09779 -4.16291 -0.57051
O -2.53621 3.42009 0.67149
H -2.06821 2.56909 0.75449
H -1.97621 3.97409 0.03649
O 2.28479 1.28909 -2.69651
H 2.06479 1.39709 -1.78851
H 3.02179 0.70009 -2.71251
O -0.03421 2.96809 2.69049
H 0.91079 3.11009 2.46849
H -0.16921 2.50709 1.87849
O -3.40521 0.86809 2.03149
H -3.72121 0.35409 2.76149
H -2.49521 0.65609 1.72449
O 0.45879 -0.06691 -4.00051
H 0.12579 -0.81991 -3.49051
H 1.03279 0.41509 -3.39151
```


(2)
Entry from OMol25: a cluster of 15 separate species, CH29O17 in total (ωB97M-V with the def2-TZVPD basis set).

* gap between HOMO and LUMO: 9.7 eV
* total charge: -1
* multiplicity: 1
* HOMO energy: -7.231 eV

Structure (XYZ):
```
47
CH29O17 ωB97M-V with the def2-TZVPD basis set
C 0.30506 0.05868 -0.65023
O 0.36006 0.85668 -1.62423
O -0.91994 -0.23232 -0.08023
O 1.29906 -0.35432 -0.06323
H -1.63094 0.32968 -0.38923
O -3.15594 -1.52432 -1.46423
H -2.38694 -1.72732 -0.96523
H -3.47294 -2.32532 -1.82023
O -2.48794 1.83768 -0.72723
H -3.33394 1.97268 -1.06923
H -1.93094 2.20668 -1.44623
O 1.66606 2.11368 -3.68023
H 2.02406 2.95668 -3.41023
H 1.38306 1.75268 -2.84623
O 2.27706 -2.87132 -0.34623
H 2.08606 -1.88432 -0.27123
H 3.22906 -2.86632 -0.32623
O -2.49694 0.56668 2.54577
H -2.05894 0.07968 3.24177
H -1.71094 0.99268 2.20077
O 0.62206 0.42468 2.37677
H 0.72906 0.44468 1.37777
H -0.01294 -0.23932 2.61977
O 0.99706 2.96368 -0.33623
H 0.65106 2.17968 -0.79123
H 1.83506 2.61468 -0.10023
O -0.59794 -2.04332 2.18477
H 0.33406 -2.21332 2.09577
H -0.95594 -1.62832 1.39577
O -1.01894 2.38868 1.33577
H -1.60794 2.28568 0.56777
H -0.22794 2.78868 0.97177
O 1.89006 -2.80432 2.19877
H 2.01906 -2.68732 1.26277
H 1.63606 -3.74232 2.34777
O -0.51194 -0.69432 -3.51423
H -0.01994 -0.14132 -2.91823
H -0.39094 -1.57432 -3.15723
O 3.40406 0.54168 -1.17423
H 3.98706 -0.14932 -0.92423
H 2.55406 0.33268 -0.72923
O 3.32906 -0.24632 1.91577
H 2.44506 -0.54232 1.88177
H 3.35906 0.65868 1.66177
O -4.86294 -0.13032 0.25777
H -4.30694 -0.54832 0.90777
H -4.32094 -0.17732 -0.52323
```


Which one sits at the top of the stability order? (2) does.


(1)
Entry from OMol25: the ion CH3O3 with charge +1 (ωB97M-V with the def2-TZVPD basis set).

* gap between HOMO and LUMO: 12.6 eV
* total charge: +1
* multiplicity: 1
* HOMO energy: -18.353 eV

Structure (XYZ):
```
7
CH3O3 ωB97M-V with the def2-TZVPD basis set
C -0.43179 -0.88129 0.71514
O -0.01827 0.62699 -1.20375
O -1.04703 -0.66962 1.66137
O 0.59097 0.37655 -0.00097
H -0.10462 -1.71926 -0.01051
H 0.61139 1.08048 -1.68393
H 0.39935 1.18615 0.52265
```


(2)
Entry from OMol25: the ion CH3O3 with charge +1 (ωB97M-V with the def2-TZVPD basis set).

* gap between HOMO and LUMO: 10.8 eV
* total charge: +1
* multiplicity: 1
* HOMO energy: -17.599 eV

Structure (XYZ):
```
7
CH3O3 ωB97M-V with the def2-TZVPD basis set
C 0.60398 -0.06531 0.37363
O 1.62355 0.01035 -0.21487
O -0.45567 -0.78596 -0.03069
O -1.27601 0.23754 -0.43622
H 1.76914 -0.74236 -0.81041
H 0.14381 0.64596 1.05652
H -2.12449 0.10790 -0.10635
```


Which one sits at the top of the stability order? (1) does.


(1)
Entry from OMol25: the molecule C5H10S (ωB97M-V with the def2-TZVPD basis set).

* gap between HOMO and LUMO: 9.7 eV
* total charge: 0
* multiplicity: 1
* HOMO energy: -8.803 eV

Structure (XYZ):
```
16
C5H10S ωB97M-V with the def2-TZVPD basis set
C 0.98506 2.44710 -0.42601
C 0.64228 1.16540 0.23751
C 0.48929 0.02118 -0.38452
C -0.53202 -0.84903 0.18986
C -0.21188 -2.25339 0.23336
H 0.69928 3.26258 0.19042
H 2.04202 2.59217 -0.63530
H 0.44291 2.57654 -1.39878
H 0.40950 1.35601 1.25846
H 1.04291 -0.05977 -1.30468
H -0.60680 -0.45860 1.20698
H 0.74101 -2.41854 0.76328
H -1.02693 -2.82548 0.71710
H 0.03413 -2.74939 -0.75776
H -2.92600 -1.33009 0.49115
S -2.22476 -0.47669 -0.38106
```


(2)
Entry from OMol25: the molecule C5H10S (ωB97M-V with the def2-TZVPD basis set).

* gap between HOMO and LUMO: 8.9 eV
* total charge: 0
* multiplicity: 1
* HOMO energy: -7.909 eV

Structure (XYZ):
```
16
C5H10S ωB97M-V with the def2-TZVPD basis set
C 2.74060 -0.19892 0.49272
C 1.71315 -0.03582 -0.56128
C 0.42101 -0.63527 -0.17703
C -0.76638 0.00447 -0.31326
C -3.45018 0.45172 0.20906
H 3.71603 0.23035 0.23436
H 3.03898 -1.20247 0.68492
H 2.44859 0.23998 1.45646
H 2.08458 -0.50810 -1.47034
H 1.72906 1.06427 -0.78017
H 0.28385 -1.65586 0.16398
H -0.91333 1.03823 -0.63083
H -3.10463 0.97727 1.14831
H -4.48496 0.10043 0.29472
H -3.21099 1.04476 -0.68257
S -2.24535 -0.91506 -0.06905
```


Which one sits at the top of the stability order? (2) does.


(1)
Entry from OMol25: the molecule C2H3N2O2P (ωB97M-V with the def2-TZVPD basis set).

* gap between HOMO and LUMO: 10.5 eV
* total charge: 0
* multiplicity: 1
* HOMO energy: -10.060 eV

Structure (XYZ):
```
10
C2H3N2O2P ωB97M-V with the def2-TZVPD basis set
C -0.18177 -0.76048 0.33393
C 1.96242 -1.18562 1.36631
N 1.16513 -0.61199 0.66505
N -0.73529 0.17162 -0.49158
O -0.84850 -1.66828 0.76532
O 2.84961 -1.57637 1.98243
P -0.25217 1.62105 -1.35673
H -1.38120 1.56052 -2.17146
H -1.71268 -0.07498 -0.62047
H -0.86554 2.52452 -0.47280
```


(2)
Entry from OMol25: a cluster of 2 separate species, C2H3N2O2P in total (ωB97M-V with the def2-TZVPD basis set).

* gap between HOMO and LUMO: 9.3 eV
* total charge: 0
* multiplicity: 1
* HOMO energy: -9.780 eV

Structure (XYZ):
```
10
C2H3N2O2P ωB97M-V with the def2-TZVPD basis set
C -1.06073 -0.38200 0.06941
C 1.32223 -0.43026 -0.06580
N 0.15037 -1.10358 -0.01104
N -0.78855 0.94869 0.11208
O -2.13173 -0.88523 0.19172
O 2.39908 -0.90948 -0.11856
P 0.87323 1.33750 0.15601
H -0.02888 -2.07498 0.09910
H -1.75928 1.74598 0.85739
H 1.02426 1.75338 -1.29031
```


Which one sits at the top of the stability order? (1) does.